DFT (wB97M-V/def2-TZVPD) results for C65H56Cl2MnN3O3S3Si2 as an isolated structure at a distorted geometry.

Geometry as XYZ:
```
135
Properties=species:S:1:pos:R:3:forces:R:3
Mn -0.8128 0.8863 0.4332 -0.545 0.725 0.412
S -1.9731 5.4899 -2.8944 -0.280 0.039 0.110
C -2.7203 6.8141 -3.6927 0.111 -0.076 -0.017
C -3.9940 7.0002 -3.2631 0.029 0.085 -0.096
C -4.3824 6.0640 -2.2732 0.048 -0.162 0.143
C -3.3984 5.1658 -1.9484 0.132 0.350 -0.302
C -3.4523 4.0727 -0.9932 0.067 -0.345 0.344
C -2.3195 3.3107 -0.6977 -0.089 0.480 -0.221
N -2.3050 2.2634 0.1057 -0.092 -0.395 0.211
C -3.4758 1.9012 0.7252 -0.113 0.001 0.163
C -4.6609 2.6701 0.5608 0.143 0.183 -0.186
C -5.8201 2.2895 1.3202 -0.122 -0.111 0.105
C -5.7923 1.2292 2.1509 -0.128 0.176 -0.071
C -4.6055 0.4295 2.3111 0.073 -0.228 0.108
C -4.5364 -0.6483 3.1662 0.092 0.105 -0.082
C -3.3177 -1.3559 3.3077 0.062 0.204 -0.188
C -2.2394 -0.9290 2.5437 -0.045 -0.115 0.231
N -2.2743 0.0754 1.6723 0.170 0.247 -0.595
C -3.4543 0.7868 1.5595 -0.024 0.079 0.006
C -3.1787 -2.4743 4.2265 -0.085 -0.236 0.274
C -2.1752 -3.4047 4.3277 -0.030 0.138 -0.080
C -2.3816 -4.3557 5.3571 0.013 -0.070 0.108
C -3.5401 -4.1523 6.0365 -0.121 0.091 0.011
S -4.3939 -2.7918 5.4296 0.265 -0.034 -0.136
C -4.6394 3.7399 -0.3095 0.106 -0.084 0.055
H -2.1718 7.3710 -4.4347 -0.017 0.017 0.013
H -4.6420 7.7797 -3.6368 0.016 0.007 -0.010
H -5.3606 6.0686 -1.8155 0.000 -0.032 0.021
H -1.3671 3.6037 -1.1247 0.033 -0.130 0.046
H -6.7153 2.8908 1.2144 -0.021 -0.036 0.008
H -6.6647 0.9606 2.7347 -0.015 0.002 -0.024
H -5.4087 -0.9383 3.7388 -0.041 0.016 -0.018
H -1.2820 -1.4128 2.6690 -0.163 0.010 -0.128
H -1.3247 -3.4275 3.6636 -0.032 0.004 0.016
H -1.6946 -5.1597 5.5804 -0.004 0.000 0.001
H -3.9447 -4.7163 6.8608 0.018 -0.022 -0.016
H -5.5361 4.3297 -0.4486 -0.038 -0.027 -0.018
C 2.8193 -6.0890 2.4291 -0.066 0.037 -0.008
C 2.6149 -4.9052 1.4999 -0.022 -0.181 0.119
C 2.6581 -3.6458 2.0900 0.063 0.011 -0.056
C 2.7500 -2.1852 1.6454 -0.002 0.180 0.114
C 2.2673 -1.7926 0.2218 0.048 0.334 0.227
C 1.8339 -4.1032 -0.6457 0.322 0.231 0.097
C 2.3460 -5.2109 0.1642 -0.121 0.002 -0.202
S 2.7873 -0.1138 -0.3975 0.847 -0.301 0.514
C 4.4909 -0.2803 -1.0085 -0.419 0.045 0.146
O 1.9396 -0.1641 -1.6253 -0.730 -0.046 -0.772
H 3.4197 -5.8325 3.3006 0.014 0.021 -0.016
H 3.3104 -6.9063 1.9014 0.007 -0.011 0.011
H 1.8538 -6.4580 2.7828 0.031 -0.044 0.018
H 2.8204 -3.6821 3.1643 0.041 -0.018 -0.002
H 3.8268 -1.9642 1.6736 -0.017 -0.017 0.042
H 0.8342 -3.8353 -0.3510 0.042 0.064 -0.033
H 2.4169 -6.2281 -0.2013 0.010 -0.024 0.067
H 4.5530 -1.0832 -1.7368 -0.038 -0.043 -0.015
H 5.1714 -0.4370 -0.1720 0.012 0.012 -0.003
H 4.6970 0.6766 -1.4880 -0.007 0.030 0.040
Cl 2.0205 -0.8018 -5.4755 0.099 0.040 0.106
C 0.3441 -0.5897 -5.8472 -0.227 0.242 -0.093
C -0.4515 -1.7195 -5.9292 -0.023 -0.051 0.019
C -1.7782 -1.6323 -6.3103 0.018 -0.057 0.003
C -2.3143 -0.3965 -6.6207 -0.039 0.000 -0.016
C -1.5236 0.7290 -6.5169 0.006 0.013 0.065
Cl -2.2303 2.2786 -6.8849 -0.087 0.000 -0.013
C -0.1766 0.6910 -6.1146 0.039 -0.148 -0.080
N 0.5454 1.8666 -6.0808 0.258 -0.058 -0.072
C 1.5544 2.2509 -5.1339 -0.101 0.010 0.039
C 2.7937 2.6303 -5.6379 -0.071 -0.061 -0.022
C 3.7792 3.1081 -4.7958 0.017 0.065 0.010
C 3.5043 3.2487 -3.4428 0.049 0.034 -0.005
C 2.2608 2.9017 -2.9423 0.013 -0.235 -0.006
C 1.2730 2.3661 -3.7686 -0.112 -0.070 0.090
C -0.1100 1.9936 -3.2611 0.170 -0.159 0.256
C -0.2646 1.4020 -1.8664 0.070 0.074 -0.635
O -1.0615 0.4316 -1.6888 0.095 -0.045 0.363
O 0.2574 1.9395 -0.8543 0.233 0.079 -0.045
H -0.0178 -2.6845 -5.7145 0.111 -0.024 0.041
H -2.3833 -2.5254 -6.3794 -0.004 0.009 0.009
H -3.3446 -0.3005 -6.9331 0.003 0.053 0.002
H 0.0274 2.6499 -6.4454 -0.009 0.033 0.011
H 2.9654 2.5406 -6.7027 0.003 -0.064 0.009
H 4.7476 3.3825 -5.1949 -0.016 0.013 0.012
H 4.2584 3.6448 -2.7730 -0.018 0.006 -0.009
H 2.0593 3.0252 -1.8907 -0.097 -0.030 0.139
H -0.5952 1.2983 -3.9393 -0.040 0.026 0.089
H -0.7218 2.9036 -3.2525 -0.083 -0.024 -0.026
C 3.3035 3.9210 3.1439 -0.235 -0.047 0.018
Si 1.4549 3.9048 3.5503 -0.014 0.279 -0.046
C 1.1995 3.7103 5.4099 0.048 -0.096 -0.187
C 0.6725 5.5340 3.0106 0.095 -0.240 0.046
C 0.6481 2.5407 2.6209 -0.096 0.288 0.081
C 0.0652 1.7344 1.9168 0.035 0.094 -0.238
H 3.8760 4.4762 3.8896 -0.020 0.028 0.012
H 3.4744 4.3871 2.1716 -0.029 -0.008 -0.011
H 3.7012 2.9060 3.0950 0.044 0.065 -0.030
H 1.7830 4.4477 5.9650 0.007 0.041 -0.042
H 1.4964 2.7187 5.7553 0.037 0.207 0.061
H 0.1483 3.8490 5.6688 -0.022 -0.008 -0.023
H 1.1098 6.3815 3.5429 0.027 -0.008 0.016
H -0.4005 5.5257 3.2103 -0.002 -0.019 0.011
H 0.8079 5.6967 1.9398 0.015 -0.025 -0.002
C -3.1548 -4.2118 0.4382 0.021 -0.022 0.015
C -3.2141 -3.1016 -0.3909 -0.029 -0.047 0.041
C -2.1178 -2.2625 -0.5127 0.022 0.154 -0.139
C -0.9359 -2.5124 0.1931 0.419 0.143 -0.028
C -0.8901 -3.6542 1.0046 0.033 0.012 -0.090
C -1.9815 -4.4984 1.1209 -0.050 -0.022 0.023
Si 0.3772 -1.1205 0.2899 0.152 -0.920 -0.526
C 2.1569 -1.2849 2.7208 0.050 0.005 0.099
C 0.9896 -1.6374 3.3926 0.034 -0.016 -0.163
C 0.4738 -0.8396 4.4037 0.065 0.102 0.148
C 1.1417 0.3130 4.7778 0.027 -0.298 0.145
C 2.3207 0.6645 4.1361 0.054 -0.230 0.069
C 2.8139 -0.1187 3.1056 0.066 0.006 0.122
C 2.7620 -2.9067 -0.6886 -0.318 -0.005 -0.028
C 2.1327 -3.4987 -1.9842 -0.222 -0.039 -0.095
C 3.0071 -4.1498 -2.9601 0.158 -0.081 -0.042
C 4.2577 -4.5172 -2.6542 -0.126 0.025 -0.129
C 4.8501 -4.0537 -1.4264 0.112 0.142 0.190
C 4.1967 -3.2422 -0.5807 0.116 -0.074 -0.002
H -4.0185 -4.8542 0.5529 0.008 -0.013 -0.022
H -4.1245 -2.8796 -0.9328 0.017 0.011 -0.028
H -2.1816 -1.4051 -1.1709 -0.024 0.022 0.072
H 0.0211 -3.9038 1.5381 -0.034 -0.022 0.060
H -1.9182 -5.3771 1.7505 -0.019 0.027 0.034
H 0.4978 -2.5705 3.1428 0.051 -0.032 0.011
H -0.4403 -1.1307 4.9078 0.002 -0.011 -0.013
H 0.7491 0.9266 5.5778 -0.033 -0.079 -0.060
H 2.8566 1.5525 4.4464 -0.011 -0.109 -0.032
H 3.7331 0.1693 2.6066 0.015 -0.010 -0.001
H 1.2900 -2.9550 -2.3986 0.023 -0.030 0.025
H 2.6106 -4.3350 -3.9481 -0.085 0.013 -0.057
H 4.8729 -5.0562 -3.3626 -0.029 0.025 -0.043
H 5.8926 -4.2791 -1.2370 -0.006 0.016 0.020
H 4.7608 -2.8214 0.2384 0.006 -0.006 0.032
```
Forces are in eV/Å.

Output
* 2S+1: 5
* HOMO energy (alpha / beta): -4.8 / -7.4 eV
* electronic energy: -183548.75633 eV
* ⟨S²⟩: 6.112
* HOMO-LUMO gap (alpha / beta): 4.37 / 6.68 eV

DFT (wB97M-V/def2-TZVPD) results for a 8-piece molecular cluster, C65H71BrF8IN4O7P2S overall at a distorted geometry.

Geometry as XYZ:
```
160
Properties=species:S:1:pos:R:3:forces:R:3
C 6.0581 -1.6059 4.4384 -5.713 1.218 -4.504
C 4.9611 -1.4795 3.7042 6.000 0.002 3.612
N 3.7665 -1.3881 2.8866 1.400 0.589 -0.347
C 3.4629 0.0239 2.4325 1.119 -1.522 -0.247
N 2.3652 0.5592 2.9887 2.028 -0.765 -1.080
N 1.9458 1.8173 2.5828 0.470 4.283 3.116
C 1.9605 2.6940 3.6111 -4.559 0.031 4.374
O 1.5246 3.2865 4.6452 3.951 -3.597 -7.918
P 1.3318 -0.2566 4.2359 0.100 -1.488 3.865
S 2.3416 -0.7624 5.8394 -0.620 0.366 -1.335
N 4.3366 0.5433 1.4100 -2.244 -0.083 0.834
C 4.8096 1.9123 1.4380 0.033 3.697 0.669
C 6.4153 2.1753 1.3170 0.239 -0.638 0.351
C 7.3428 1.0020 1.9131 0.974 -0.326 -0.684
Br 6.7778 3.8113 2.4597 -0.412 -0.705 -0.814
C 3.9838 -0.1078 0.1285 -0.690 -1.390 -0.393
F 2.5046 0.0213 0.0213 2.087 -0.484 0.109
C 4.5404 0.5655 -1.2132 0.357 1.671 -0.506
C 3.4988 1.6950 -1.8156 0.179 -0.767 -0.282
C 2.5565 1.0841 -2.9837 0.262 -0.236 -0.281
I 4.7946 3.2068 -2.8114 -0.430 -0.470 0.614
C 4.4366 -1.6772 0.3574 1.571 -0.013 -0.714
O 5.8676 -1.5692 0.7102 -1.513 0.506 -0.160
C 4.3812 -2.5978 -0.9585 -0.733 -1.352 -0.757
C 5.8121 -3.1654 -1.4829 -0.126 -0.562 -0.402
C 6.6543 -2.1310 -2.3967 -0.006 -1.131 -0.924
C 7.6664 -2.9838 -3.3809 -0.882 -0.634 0.237
C 8.2315 -4.3381 -2.7054 0.730 -0.367 -0.532
C 9.1115 -4.1069 -1.3693 -0.030 -0.098 -0.777
O 10.1392 -5.1797 -1.3746 -0.490 -0.639 2.717
C 10.6236 -5.4045 -0.0316 2.537 3.298 2.240
C 10.4888 -6.8055 0.7714 -0.119 -0.459 -0.665
O 11.2332 -4.4418 0.5504 -2.895 -4.099 -2.582
C 3.7500 -2.3344 1.6839 -1.900 -1.848 -0.614
C 2.1613 -2.6559 1.5332 -1.117 -0.064 -1.014
C 1.3691 -2.8219 0.3455 0.717 -0.209 0.802
P 4.4869 -4.0562 2.1294 4.006 -2.500 2.627
O 6.0159 -4.1062 2.2505 -3.607 0.154 -0.996
O 3.9528 -5.3131 1.0995 1.184 2.235 0.909
O 3.8575 -4.4555 3.7038 0.397 0.533 -3.296
H 7.1350 -1.5831 4.8713 -2.683 -0.220 -0.933
H 0.3491 0.7145 4.7022 0.745 -0.219 -1.446
H 0.5568 -1.3414 3.6828 0.610 1.053 -0.493
H 4.3252 2.6211 0.6419 0.663 -1.527 1.327
H 4.5078 2.4009 2.4581 0.623 -1.151 -1.834
H 6.7055 2.5092 0.2387 -0.514 -0.722 2.069
H 6.7974 0.2007 2.5287 0.568 1.406 -1.030
H 7.8404 0.4701 1.0033 -0.850 0.738 1.583
H 8.2366 1.3964 2.5534 -1.832 -0.484 -1.278
H 5.5486 1.1446 -1.0890 -1.762 -1.415 0.319
H 4.7210 -0.1460 -2.1006 -0.364 0.710 1.907
H 2.9485 2.2785 -0.9943 0.752 -1.033 -1.440
H 2.6233 1.7454 -3.9441 -0.481 -1.154 1.966
H 1.4721 0.9587 -2.6207 1.797 0.234 -0.681
H 2.9556 0.0385 -3.3241 -0.686 1.847 0.788
H 6.3446 -0.9815 0.0823 -0.649 -0.598 0.351
H 3.8549 -2.1029 -1.8789 0.848 -0.635 1.888
H 3.7459 -3.5611 -0.7619 1.021 1.912 -0.124
H 6.4437 -3.6675 -0.6374 -1.242 1.289 -1.399
H 5.5381 -4.0559 -2.1931 0.312 1.705 1.189
H 5.8833 -1.6501 -3.1333 1.493 -0.398 1.520
H 7.2743 -1.3564 -1.8150 -1.146 -1.017 -0.781
H 7.0125 -3.3231 -4.2897 1.315 0.663 1.544
H 8.5351 -2.3430 -3.7768 -1.385 -0.908 0.704
H 7.3976 -5.1444 -2.5613 1.515 1.610 -0.069
H 8.9590 -4.8129 -3.4891 -1.230 0.867 1.480
H 8.5283 -4.2254 -0.3859 0.705 0.549 -1.560
H 9.6617 -3.0988 -1.4463 -0.956 -1.441 0.364
H 10.6721 -6.6692 1.9020 -0.185 0.306 -2.037
H 11.3000 -7.5552 0.3989 -1.363 1.456 0.453
H 9.4684 -7.3288 0.6300 2.105 1.393 0.143
H 1.6089 -2.8349 2.5491 0.975 1.869 -1.704
H 1.4696 -3.7349 -0.3730 0.912 2.585 0.414
H 0.5482 -2.0418 0.0954 0.253 -2.306 1.282
H 4.7760 -5.6347 0.6270 -1.060 0.568 0.800
H 4.3363 -5.2725 3.9903 -0.333 0.844 -0.400
F -0.5271 1.8843 -2.9561 -0.045 -0.253 -0.190
C -0.5647 3.0393 -2.2776 -0.065 0.983 0.450
C 0.0304 3.1144 -1.0289 0.135 -0.167 0.100
C -0.0029 4.3147 -0.3245 -0.206 0.096 -0.355
C -0.6421 5.4243 -0.8745 0.038 0.022 0.084
C -1.2418 5.3365 -2.1287 0.172 -0.228 0.194
C -1.1982 4.1389 -2.8372 -0.057 -0.066 -0.129
H 0.5158 2.2376 -0.6138 -0.048 -0.013 -0.028
H 0.4674 4.3856 0.6515 -0.057 -0.025 -0.106
H -0.6720 6.3594 -0.3230 -0.001 -0.131 -0.089
H -1.7428 6.2003 -2.5541 0.077 -0.139 0.028
H -1.6517 4.0551 -3.8183 0.034 -0.034 0.064
F -1.7828 -1.3536 -1.8293 0.365 -0.095 0.049
C -3.0682 -0.9631 -1.8717 -1.090 0.337 -0.048
C -3.3775 0.3180 -2.3043 0.214 0.104 -0.041
C -4.7091 0.7211 -2.3530 -0.039 -0.413 0.169
C -5.7157 -0.1587 -1.9580 -0.028 0.101 -0.017
C -5.3935 -1.4412 -1.5205 0.155 0.252 -0.102
C -4.0628 -1.8481 -1.4822 0.135 -0.108 0.054
H -2.5806 0.9911 -2.5997 -0.081 -0.142 0.007
H -4.9626 1.7190 -2.6974 0.076 -0.105 0.050
H -6.7539 0.1577 -1.9921 0.143 -0.102 0.033
H -6.1786 -2.1234 -1.2095 0.117 0.072 -0.064
H -3.7945 -2.8457 -1.1529 0.009 0.065 -0.026
F 8.2551 -8.5166 0.0517 -0.631 -0.156 0.007
C 8.3866 -9.6098 -0.7211 0.118 -1.025 -0.725
C 9.6458 -9.9811 -1.1688 0.087 0.149 0.102
C 9.7821 -11.1153 -1.9643 -0.382 0.011 0.052
C 8.6557 -11.8590 -2.3119 0.039 -0.005 -0.011
C 7.3955 -11.4741 -1.8608 0.313 0.101 0.025
C 7.2603 -10.3464 -1.0562 -0.096 0.155 0.095
H 10.5093 -9.3858 -0.8952 -0.083 -0.049 -0.019
H 10.7638 -11.4191 -2.3136 -0.118 0.082 0.060
H 8.7622 -12.7413 -2.9362 -0.021 0.126 0.093
H 6.5188 -12.0523 -2.1359 0.102 0.093 0.072
H 6.2882 -10.0374 -0.6889 0.072 0.003 -0.011
F -9.0803 -0.7393 -2.6355 0.130 -0.145 0.203
C -9.6432 0.0631 -3.5528 -0.453 0.590 -0.696
C -10.9980 -0.0573 -3.8239 -0.037 -0.108 0.119
C -11.5832 0.7782 -4.7713 0.384 0.118 0.004
C -10.8040 1.7176 -5.4450 -0.043 0.009 -0.018
C -9.4434 1.8267 -5.1687 -0.264 -0.179 0.086
C -8.8603 0.9990 -4.2133 0.140 -0.069 0.083
H -11.5865 -0.7993 -3.2960 0.072 0.054 -0.004
H -12.6442 0.6974 -4.9854 0.142 -0.021 0.052
H -11.2605 2.3660 -6.1871 0.070 -0.080 0.121
H -8.8374 2.5561 -5.6971 -0.060 -0.093 0.096
H -7.8045 1.0766 -3.9794 -0.049 -0.056 -0.033
F -11.5768 4.5696 -3.5785 0.006 0.076 -0.172
C -11.6027 4.1165 -2.3159 -0.033 -0.307 0.829
C -10.5820 3.2918 -1.8663 0.131 -0.002 -0.102
C -10.6060 2.8257 -0.5549 -0.343 0.227 -0.045
C -11.6570 3.1811 0.2894 0.024 -0.036 0.029
C -12.6795 4.0056 -0.1737 0.289 -0.138 -0.153
C -12.6495 4.4808 -1.4822 -0.061 0.027 -0.079
H -9.7772 3.0192 -2.5396 -0.096 0.039 0.001
H -9.8080 2.1860 -0.1909 -0.087 0.062 -0.085
H -11.6774 2.8134 1.3112 -0.013 0.058 -0.138
H -13.4993 4.2780 0.4840 0.114 -0.009 -0.081
H -13.4322 5.1306 -1.8568 0.069 -0.064 -0.045
F -13.9753 6.7479 2.4460 -0.072 -0.137 0.098
C -13.3902 7.6026 1.5934 0.382 0.568 -0.560
C -12.6196 8.6428 2.0920 0.018 -0.018 0.147
C -12.0084 9.5265 1.2069 -0.195 -0.248 -0.234
C -12.1837 9.3661 -0.1668 0.035 0.030 0.012
C -12.9636 8.3210 -0.6561 0.097 0.098 0.305
C -13.5656 7.4310 0.2285 -0.097 -0.071 0.009
H -12.5015 8.7566 3.1637 -0.030 -0.049 -0.070
H -11.3971 10.3393 1.5862 -0.101 -0.108 -0.013
H -11.7101 10.0586 -0.8566 -0.073 -0.097 0.090
H -13.1025 8.1999 -1.7260 0.014 -0.021 0.140
H -14.1685 6.6071 -0.1351 -0.003 0.095 0.086
F -4.4975 4.7299 8.7438 -0.018 0.003 0.008
C -3.4400 4.3761 8.0014 0.571 -0.190 -0.400
C -2.1880 4.2937 8.5938 0.026 0.022 0.141
C -1.0900 3.9212 7.8238 -0.266 -0.006 -0.225
C -1.2547 3.6457 6.4672 -0.005 -0.044 0.019
C -2.5155 3.7364 5.8815 0.131 0.026 0.322
C -3.6154 4.0981 6.6537 -0.159 0.018 -0.065
H -2.0780 4.5198 9.6483 -0.054 -0.019 -0.077
H -0.1075 3.8462 8.2791 -0.142 0.035 -0.017
H -0.3965 3.3593 5.8658 -0.201 0.083 0.152
H -2.6411 3.5254 4.8238 -0.048 0.035 0.128
H -4.6052 4.1651 6.2166 0.056 0.025 0.072
```
Forces are in eV/Å.

Output
* net charge: +1
* HOMO energy: -10.2 eV
* electronic energy: -218123.45072 eV
* HOMO-LUMO gap: 5.04 eV

Number 2 is which compound?
C65H71BrF8IN4O7P2S

Which of these has the lowest electronic energy?
C65H71BrF8IN4O7P2S

Which of these has the lowest electronic energy?
C65H71BrF8IN4O7P2S